A structure of composition C12H13F6GaN3OS in a non-equilibrium geometry, computed with ωB97M-V/def2-TZVPD.

XYZ file:
```
37
Properties=species:S:1:pos:R:3:forces:R:3:mulliken_charge:R:1
Ga 0.2966 0.1856 0.0203 0.0471 -0.4244 0.8250 0.5840
N 0.0713 -1.1016 1.6861 -0.2841 0.7583 0.0392 0.1318
N -1.2599 -1.5984 1.5224 -0.0520 -0.2613 -0.1819 -0.8198
C -1.2781 -2.8424 1.1288 -0.2740 0.0353 0.1792 0.3675
N -2.4588 -3.2393 0.5008 0.2107 -0.1655 0.4699 -0.5229
S -0.0182 -3.9637 1.4081 0.2130 -0.4718 -0.3368 -0.6107
H 0.7423 -1.8722 1.8103 -0.0702 -0.1998 -0.1382 0.2016
H 0.0749 -0.5458 2.5327 0.1386 0.0643 0.1304 0.2551
H -1.8022 -0.3244 0.2631 -0.7510 0.7221 -1.6459 0.4796
H -2.8787 -2.5447 -0.0974 0.0727 0.1252 0.0511 0.2947
H -2.4009 -4.1590 0.0982 0.0473 0.0081 -0.0073 0.2172
C 3.1729 2.8299 0.7638 -0.0365 -0.0227 0.0270 -1.9097
C 2.9923 1.3853 0.2908 -0.0341 0.1544 0.0261 1.1545
O 1.8360 0.8408 0.7971 0.1982 0.0399 -0.4016 -0.5919
C 4.1600 0.5315 0.8298 0.0405 -0.0588 0.0173 0.6296
F 4.0737 -0.7504 0.4657 0.0076 0.0369 0.0004 -0.2410
F 4.1650 0.5671 2.1722 0.0172 0.0056 -0.0321 -0.2686
F 5.3630 0.9881 0.4217 -0.0120 -0.0178 0.0093 -0.2771
C 2.9883 1.3821 -1.2537 0.0217 0.0663 0.0869 0.5567
F 2.8555 0.1555 -1.7721 -0.0266 -0.0626 -0.0115 -0.2437
F 4.0976 1.9255 -1.7785 0.0108 0.0037 -0.0278 -0.2818
F 1.9431 2.1074 -1.6922 0.0050 -0.0101 -0.0303 -0.2251
H 3.1551 2.8360 1.8513 -0.0022 -0.0009 -0.0022 0.4332
H 2.3337 3.4190 0.3993 0.0028 -0.0044 0.0018 0.4199
H 4.1057 3.2660 0.4111 0.0174 -0.0035 -0.0036 0.3874
C -1.4149 0.2786 -0.6159 0.8813 -0.0997 0.4244 -1.2207
C -1.9705 0.7832 -1.8381 -0.5297 -0.2132 0.5726 0.6143
C -1.2294 1.0978 -2.9910 0.2434 0.0343 -0.0181 -0.1680
C -1.8228 1.6042 -4.1349 0.0738 -0.0273 0.0953 -0.6513
C -3.1945 1.8113 -4.1976 -0.0737 0.0398 -0.0565 -0.4263
C -3.9575 1.4982 -3.0771 0.0181 -0.0273 0.0299 -0.4194
C -3.3651 0.9991 -1.9319 -0.0919 -0.0282 -0.0380 -0.4704
H -0.1584 0.9207 -2.9723 -0.0217 -0.0002 -0.0436 0.2055
H -1.2012 1.8291 -4.9947 0.0005 -0.0004 -0.0008 0.3475
H -3.6570 2.1994 -5.0964 -0.0051 0.0008 0.0025 0.3519
H -5.0318 1.6475 -3.0934 0.0009 0.0017 -0.0136 0.3386
H -3.9781 0.7716 -1.0673 -0.0040 0.0030 0.0013 0.3777
```
Forces are in eV/Å.

energy: -98690.43634 eV
F_max: 1.9 eV Å⁻¹
molar mass: 431.03 g mol⁻¹
charge: -1
relative energy (zero: lowest compared OMol25 entry of this formula, charge and spin): 0.000 eV
HOMO: -3.4 eV

The ion C12H13N2O with charge +1 in a non-equilibrium geometry, computed with ωB97M-V/def2-TZVPD.

XYZ file:
```
28
Properties=species:S:1:pos:R:3:forces:R:3:nbo_charge:R:1
N 1.1834 0.8660 -2.0799 -4.0610 1.4150 -2.4469 -0.7417
C -0.0502 0.2455 -2.0237 3.8721 -0.1551 2.9465 0.5765
N -1.0320 0.5704 -2.7814 0.3107 -0.2426 1.1223 -0.5001
C -2.1674 -0.2558 -2.7639 -1.2189 -0.9776 -1.3944 -0.0894
C -2.1043 -1.5125 -2.2686 -1.8009 2.7831 -1.8699 -0.1438
C -1.0169 -2.0362 -1.5216 1.2348 -2.7115 2.4231 -0.5095
C -0.0416 -0.9367 -1.0306 -4.1177 0.3078 0.0923 -0.3822
C -0.2025 -1.0054 0.7408 -1.2584 -1.7709 -0.9349 0.6676
O -0.6905 -2.0684 1.1095 1.2185 3.0804 -0.4679 -0.4890
C 0.3326 0.0518 1.6124 0.7347 -0.7059 0.2756 -0.2268
C -0.3718 0.3491 2.7802 -1.6294 -1.9572 -1.7858 -0.1304
C 0.0990 1.2826 3.6138 -0.1279 3.2678 2.2974 -0.2215
C 1.3940 1.7273 3.4561 1.1197 0.7770 1.0954 -0.1418
C 2.2388 1.2265 2.4411 0.4770 2.6022 1.1556 -0.2243
C 1.6522 0.5298 1.4612 0.0807 -1.9096 -3.4856 -0.1586
H 1.7996 0.4986 -1.4668 2.5233 -0.9137 2.1627 0.3984
H 1.3092 1.8433 -2.3773 -0.0969 -0.9242 0.0893 0.4226
H -0.8008 1.2466 -3.4739 -0.6403 0.5776 -0.7660 0.4331
H -2.9801 0.0945 -3.4330 0.6438 -0.3398 0.7719 0.2403
H -2.9373 -2.0483 -2.6728 -0.3704 -0.9323 0.6413 0.2504
H -0.5715 -2.9072 -2.0975 -0.0454 1.0874 0.5578 0.2602
H -1.3371 -2.5989 -0.4922 0.3443 1.2181 -2.4582 0.3195
H 0.8901 -1.3125 -1.0093 3.5504 -1.1780 -0.3779 0.2352
H -1.3146 -0.1779 2.9467 0.1224 0.4099 -0.0954 0.2398
H -0.5330 1.9078 4.3510 0.8841 -1.8157 -0.9864 0.2462
H 1.7064 2.4949 4.2131 0.1746 -0.8457 -1.0796 0.2383
H 3.2450 1.6324 2.2556 -0.4700 -0.3595 0.5665 0.2388
H 2.3012 0.2926 0.5111 -1.4538 0.2130 1.9512 0.1923
```
Forces are in eV/Å.

energy: -17673.60085 eV
F_max: 4.9 eV Å⁻¹
molar mass: 201.25 g mol⁻¹
charge: +1
relative energy (zero: lowest compared OMol25 entry of this formula, charge and spin): 3.160 eV
HOMO: -12.6 eV
structure (SMILES): NC1=[NH+]C=CC[C@@H]1C(=O)c1ccccc1

The ion C12H13N2O with charge +1 in a non-equilibrium geometry, computed with ωB97M-V/def2-TZVPD.

XYZ file:
```
28
Properties=species:S:1:pos:R:3:forces:R:3:nbo_charge:R:1
C 1.1630 0.3962 1.7358 0.0103 -2.0169 1.6185 -0.4869
C 0.8822 0.9545 0.6072 -1.8393 1.2871 -0.2708 0.4716
O 1.6599 1.6540 -0.2077 0.8838 -0.0968 -1.3962 -0.5162
C 3.0383 1.3288 -0.4085 -0.8951 0.2190 0.6587 0.1010
C 3.3906 0.0825 -0.6718 -3.9675 0.4689 0.9680 -0.2175
C 2.4588 -1.0980 -0.7618 1.1467 -2.7414 -3.2265 -0.6801
N -0.4876 1.2022 0.2324 0.0217 -1.7722 0.6259 -0.3443
C -0.8943 2.4675 -0.0310 -3.8228 -2.2841 -0.9648 0.0331
C -2.2225 2.3850 -0.3647 1.0936 0.4310 -0.0613 -0.0705
N -2.6238 1.0701 -0.2481 3.2212 0.3094 0.9329 -0.2725
C -3.8498 0.5994 -0.3492 -0.8890 -3.5862 -0.9025 0.0354
C -3.9938 -0.7756 -0.2784 -2.0442 -1.5697 1.2000 -0.2194
C -2.9189 -1.6716 0.1399 -1.3309 0.1320 -0.7366 -0.1378
C -1.6975 -1.1162 0.3650 -0.0811 1.9916 -0.2142 -0.2400
C -1.5307 0.2760 0.1460 -0.5916 2.0725 -0.4421 0.3900
H 2.1703 0.1026 1.8140 1.2613 0.0202 0.7208 0.2328
H 0.4753 -0.0201 2.4826 0.0748 0.3882 -0.7038 0.2348
H 3.5936 2.2527 -0.2559 0.3202 -0.6136 -0.2916 0.2244
H 4.3312 -0.2665 -0.6733 3.5780 -0.3480 -0.3658 0.2277
H 2.6229 -1.5440 -1.8696 -0.3466 1.1179 2.0586 0.2440
H 1.3726 -1.1130 -0.6862 0.2695 0.7050 0.3540 0.2160
H 2.8799 -1.9904 -0.2244 -0.4676 1.0200 0.1111 0.2447
H -0.2763 3.2710 0.0251 1.6963 1.9971 0.0043 0.2556
H -2.8694 3.0890 -0.8352 -0.3024 0.4672 0.2214 0.2481
H -4.6151 1.2429 -0.6855 -0.7348 0.6912 0.0295 0.2444
H -5.0720 -1.2463 -0.3084 2.3627 1.1907 -0.2749 0.2636
H -3.0889 -2.7904 0.2463 0.1482 1.7756 -0.0441 0.2672
H -0.8715 -1.5759 0.7985 1.2244 -1.2553 0.3916 0.2507
```
Forces are in eV/Å.

energy: -17673.23891 eV
F_max: 4.6 eV Å⁻¹
molar mass: 201.25 g mol⁻¹
charge: +1
relative energy (zero: lowest compared OMol25 entry of this formula, charge and spin): 3.522 eV
HOMO: -12.4 eV
structure (SMILES): C=C(O/C=C\C)[n+]1ccn2ccccc21

The ion C12H13N2S with charge +1 in a non-equilibrium geometry, computed with ωB97M-V/def2-TZVPD.

XYZ file:
```
28
Properties=species:S:1:pos:R:3:forces:R:3:nbo_charge:R:1
N 1.1718 -1.7505 -0.7079 1.2933 -3.5145 1.3073 -0.8291
C 0.7282 -1.8601 0.6280 -0.7458 1.4194 -1.4614 0.1920
C 0.7966 -3.0790 1.2803 1.3059 -0.7806 -0.6653 -0.2519
C 0.4518 -3.1936 2.5965 -0.2937 -0.6439 -0.5952 -0.1631
C -0.1768 -2.1455 3.2469 -0.9206 -0.9763 2.1163 -0.2497
C -0.5079 -0.9900 2.5536 1.1314 0.8203 -0.4045 -0.1555
C 0.0654 -0.7863 1.2070 -1.3593 -0.6198 3.0031 -0.2079
C -0.0136 0.5390 0.5755 -0.5104 -0.2082 0.0383 -0.0325
S -1.6869 1.1202 0.1660 1.3182 0.5597 0.2500 0.0121
C 1.1072 1.2693 0.4296 -1.1926 0.5513 -1.1487 -0.3368
C 1.0295 2.5764 -0.1958 2.1035 0.7653 -0.2080 -0.0843
C 0.4154 2.9060 -1.3510 -0.4321 0.6825 0.1420 -0.2877
C -0.1024 1.9867 -2.3797 -1.4479 -0.2368 -0.0301 -0.2389
C -1.1751 2.0169 -3.1423 -0.5586 0.4238 -0.2094 0.5062
N -2.3159 1.9557 -3.7822 4.2223 2.9305 -0.7142 -0.6525
H 1.9203 -2.5235 -0.8189 -1.4735 2.5071 -0.7251 0.4036
H 1.2258 -0.8429 -1.1123 0.6862 0.1563 -0.1258 0.3841
H 1.2672 -3.8971 0.7037 -0.3948 0.2681 0.5872 0.2154
H 0.5260 -4.1563 3.0898 0.2660 0.1411 0.0295 0.2272
H -0.4287 -2.4909 4.3416 0.0147 1.7454 -2.1329 0.2398
H -1.0359 -0.1699 3.1027 0.4901 -0.7095 -0.8561 0.2322
H -2.1333 -0.0904 0.2904 -0.7398 -1.0801 0.2090 0.1512
H 2.0344 0.8680 0.7779 0.4252 0.0182 0.3854 0.2555
H 1.7219 3.3957 0.2095 -1.5019 -1.0541 -0.1814 0.2480
H 0.2861 3.9676 -1.4931 0.0516 0.0912 -0.5646 0.2473
H 0.4448 1.0595 -2.4492 0.2574 -0.4492 -0.3558 0.2963
H -2.5767 2.6699 -4.5216 0.7581 -1.4131 0.6984 0.4548
H -3.0395 1.6454 -3.2450 -2.7528 -1.3938 1.6121 0.4244
```
Forces are in eV/Å.

energy: -26459.74644 eV
F_max: 5.2 eV Å⁻¹
molar mass: 217.32 g mol⁻¹
charge: +1
relative energy (zero: lowest compared OMol25 entry of this formula, charge and spin): 3.236 eV
HOMO: -10.8 eV
structure (SMILES): Nc1ccccc1/C(S)=C/C=C\C=C=[NH2+]

A structure of composition C12H14BKN9O8P2S, computed with ωB97M-V/def2-TZVPD.

XYZ file:
```
48
Properties=species:S:1:pos:R:3:forces:R:3:nbo_charge:R:1
K -1.1261 -1.8203 0.1012 -0.0093 0.2184 0.2217 0.9240
C 3.2106 -0.0835 1.0590 -0.0984 0.0200 -0.0815 -0.3660
C 2.1954 -0.9728 1.4500 0.0008 -0.0919 0.1288 -0.0443
N 1.0078 -0.3912 1.4476 0.1157 0.2066 -0.2252 -0.3049
N 1.2277 0.8848 1.0374 -0.2463 -0.1620 0.1241 -0.3632
C 2.5351 1.0863 0.7914 0.1265 0.0680 0.0502 -0.0262
B 0.0482 1.8140 0.6900 0.0578 -0.0252 0.0015 0.9415
N -0.4700 1.4484 -0.7105 0.0388 0.2025 0.1054 -0.3731
C 0.0989 0.6248 -1.6165 -0.0562 -0.1009 -0.0916 -0.0465
C -0.6863 0.6448 -2.7501 -0.0028 0.0049 0.1108 -0.3721
C -1.7231 1.5398 -2.4260 -0.0096 0.0224 -0.0192 -0.0741
N -1.5886 2.0262 -1.2008 0.0358 -0.0804 -0.0846 -0.2907
N -1.1112 1.6712 1.6897 0.0110 -0.2103 -0.0220 -0.3414
C -1.4545 2.4543 2.7281 -0.0059 0.1236 0.0023 -0.0228
C -2.5462 1.8866 3.3497 0.0904 -0.0232 -0.0052 -0.3869
C -2.7844 0.7194 2.6042 -0.0830 -0.0339 -0.0082 -0.0643
N -1.9229 0.5974 1.6088 -0.0450 0.0028 0.0230 -0.2863
N 0.5743 3.2710 0.6718 0.1520 0.0072 0.0338 -0.3490
C 0.5469 4.1443 -0.3538 -0.1087 0.0638 -0.0046 -0.0164
C 1.1369 5.3170 0.0672 0.0385 -0.0770 -0.0203 -0.3912
C 1.5168 5.0426 1.3920 0.0395 0.0478 0.0373 -0.0764
N 1.1856 3.8123 1.7499 -0.1245 0.0015 -0.0268 -0.2888
H 4.2647 -0.2761 0.9603 0.0071 0.0044 -0.0115 0.2109
H 2.2725 -2.0168 1.7136 0.0153 0.0042 -0.0120 0.2099
H 2.8859 2.0486 0.4568 0.0213 -0.0017 0.0069 0.2152
H 0.9695 0.0330 -1.3800 0.0186 0.0120 -0.0513 0.2608
H -0.5499 0.0682 -3.6489 -0.0005 0.0034 -0.0059 0.2290
H -2.5679 1.8411 -3.0279 0.0122 -0.0016 -0.0040 0.1880
H -0.8894 3.3456 2.9423 -0.0302 -0.0054 0.0184 0.2275
H -3.0802 2.2569 4.2083 0.0027 -0.0053 0.0101 0.2055
H -3.5431 -0.0357 2.7463 -0.0072 0.0158 0.0033 0.1926
H 0.0889 3.8751 -1.2902 -0.0098 0.0017 0.0009 0.2340
H 1.2722 6.2230 -0.4985 0.0131 0.0016 -0.0059 0.2087
H 2.0189 5.6845 2.1009 0.0061 0.0042 -0.0081 0.1854
O 1.6556 -4.3343 -0.1633 0.0729 -0.0700 0.0804 -1.0171
P 1.5013 -3.7197 -1.6623 -0.1339 0.1344 -0.2193 2.5471
O 2.7493 -3.9598 -2.4190 0.0049 -0.0356 0.0985 -1.1634
O 0.8955 -2.3555 -1.4911 0.0995 -0.0277 -0.1095 -1.2394
O 0.3255 -4.6706 -2.2866 0.0675 -0.2214 -0.0978 -1.1227
P -1.2310 -4.3160 -2.5266 0.0669 0.5000 0.4184 2.5764
O -1.1648 -2.8602 -3.2038 -0.1890 0.0071 -0.2181 -1.0401
O -1.8785 -5.2917 -3.4074 -0.0013 -0.1287 -0.0884 -1.1320
O -1.8324 -4.0617 -1.1187 0.0252 -0.3207 -0.2815 -1.1743
H 2.3386 -5.0143 -0.2030 -0.0820 0.0585 0.0218 0.4907
H -0.4818 -2.3112 -2.7655 0.1012 -0.2202 0.1327 0.5239
O -1.8306 -4.1074 1.4118 -0.0455 -0.0760 0.2677 -0.9829
S -1.5804 -5.2859 0.5651 -0.0216 -0.1097 -0.1824 1.5392
N -2.4791 -6.4763 0.6072 0.0693 0.2921 -0.0129 -0.7537
```
Forces are in eV/Å.

energy: -88888.66435 eV
<S²>: 0.76
F_max: 0.7 eV Å⁻¹
molar mass: 556.22 g mol⁻¹
charge: -2
relative energy (zero: lowest compared OMol25 entry of this formula, charge and spin): 0.000 eV
HOMO (spin up / spin down): -3.9 / -4.2 eV
spin multiplicity: 2

A structure of composition C12H14BN9V in a non-equilibrium geometry, computed with ωB97M-V/def2-TZVPD.

XYZ file:
```
37
Properties=species:S:1:pos:R:3:forces:R:3:nbo_charge:R:1
H -0.0321 3.1545 1.8148 -0.0148 -0.0855 0.1792 0.2313
N 0.2628 1.7709 0.2231 0.6059 3.1086 -1.4794 -0.4169
B 0.7345 0.7877 -2.1306 -0.6220 -0.2510 -0.3832 0.5410
N 0.6064 1.9524 -1.1239 -0.1719 0.2208 1.5109 -0.3130
C 0.7656 3.2618 -1.3746 -0.2652 -0.3149 0.7233 0.0365
V 0.0309 -0.0236 0.9234 -1.6232 -1.7450 0.9251 1.3891
H 1.0334 3.5837 -2.3727 -0.0453 0.0096 0.2117 0.2337
C 0.5233 3.9804 -0.2039 -0.0953 -0.6938 0.1163 -0.3431
H 0.5628 5.0469 -0.0940 0.0064 0.0859 0.0931 0.2401
C 0.2146 3.0172 0.7795 0.3867 -0.6348 -1.9228 0.0012
H 1.1905 1.2053 -3.1538 0.1615 0.0518 -0.0273 -0.0305
C -2.1668 -2.8627 2.5680 0.6374 -0.4649 -0.2356 -0.8493
H -2.4743 -3.1903 3.5560 -0.1084 0.0275 0.0450 0.2270
H -1.1470 -3.2545 2.3842 -0.4718 0.3287 0.0879 0.2087
H -2.8255 -3.2689 1.8061 -0.1303 -0.0469 0.0191 0.2123
N -0.6678 0.2053 -2.4575 -0.7032 -0.3147 0.4557 -0.3364
N 1.6360 -0.3236 -1.5656 0.3070 -0.5380 1.2724 -0.3146
N -1.4620 -0.3061 -1.4525 -0.4055 0.0491 -0.9826 -0.3564
N 1.4872 -0.7792 -0.2512 1.9994 -0.8002 -1.8385 -0.4163
C -1.3001 0.1637 -3.6570 -0.5461 -0.3091 1.0775 -0.0079
C 2.6506 -0.9700 -2.1743 -0.4186 -0.0585 0.9536 0.0310
H -0.7956 0.5310 -4.5382 -0.1232 -0.0412 0.0361 0.2225
H 2.9058 -0.7394 -3.2035 -0.0595 -0.0608 0.3008 0.2345
C -2.5737 -0.3814 -3.4601 1.2003 0.2134 1.0210 -0.3554
C 3.2027 -1.8747 -1.2676 -0.6055 0.3965 0.3204 -0.3442
C -2.6267 -0.6687 -2.0601 1.3981 0.8068 -0.9879 -0.0290
C 2.4572 -1.7197 -0.0761 -0.4179 0.9255 -1.5209 -0.0021
H -3.3148 -0.5317 -4.2197 -0.1980 -0.1149 0.0256 0.2321
H 4.0241 -2.5415 -1.4555 0.0288 -0.0382 0.0960 0.2396
H -3.4700 -1.1032 -1.5521 0.1774 -0.0086 0.3892 0.2143
H 2.5823 -2.2275 0.8597 -0.0837 -0.0403 0.2343 0.2258
H -2.1760 -1.7803 2.5196 0.0443 0.1325 0.0487 0.2020
N 0.0489 -0.2058 3.0075 0.1073 -0.0782 1.3098 -0.8426
C 0.0464 -0.3556 4.1958 0.1026 0.1774 -1.1961 0.6867
N 0.0542 -0.6441 5.4290 -0.0258 -0.5381 -1.5356 -0.6482
C 0.0209 0.2045 6.4216 -0.0380 0.7552 0.8403 0.4264
N -0.0086 0.8872 7.3560 0.0102 -0.1114 -0.1830 -0.4299
```
Forces are in eV/Å.

energy: -52447.29587 eV
<S²>: 3.76
F_max: 3.5 eV Å⁻¹
molar mass: 346.06 g mol⁻¹
HOMO (spin up / spin down): -8.6 / -8.9 eV
spin multiplicity: 4

Question: What is the F_max in the third record?
Answer: 4.6 eV Å⁻¹